[1]
The following is a quantum chemistry calculation of a structure of composition C8H18CeClI2NO2P in a non-equilibrium geometry, from the Open Molecules 2025 dataset.

Structure (XYZ):
```
34
Properties=species:S:1:pos:R:3:mulliken_spin:R:1
I 5.621 0.986 -2.363 0.00
I 5.362 -1.702 -2.307 0.00
Ce -0.679 -0.057 -0.078 1.02
P -1.060 -0.151 -2.941 0.00
C 0.024 -0.125 -4.382 0.00
C -2.170 -1.549 -3.344 0.00
H -2.987 1.291 -2.544 0.00
H -2.607 1.088 -4.291 0.00
H -1.617 2.194 -3.276 0.00
C -2.184 1.253 -3.291 0.00
H -2.970 -1.619 -2.598 0.00
H -2.595 -1.360 -4.340 0.00
H -0.600 -0.120 -5.285 0.00
H 0.664 -1.013 -4.381 0.00
H -1.591 -2.481 -3.357 0.00
H 0.652 0.771 -4.362 0.00
C 1.337 -0.074 -1.463 -0.01
O 2.381 -0.160 -1.959 0.00
Cl -3.229 -0.340 0.076 -0.01
C 0.579 0.636 5.179 0.00
N 0.873 -0.082 3.943 0.00
C 1.795 -1.221 3.992 0.00
C 0.267 0.180 2.801 0.00
C -0.660 1.354 2.591 0.00
O 0.482 -0.631 1.804 0.00
H 1.176 0.182 5.969 0.00
H -0.482 0.551 5.443 0.00
H 0.841 1.695 5.093 0.00
H 1.300 -2.167 3.719 0.00
H 2.661 -1.067 3.328 0.00
H 2.152 -1.293 5.022 0.00
H -0.288 2.019 1.774 0.00
H -1.694 1.018 2.352 0.00
H -0.752 1.995 3.477 0.00
```

Output
**F_max**: 6.98 eV/A
**Gap between HOMO and LUMO (alpha / beta)**: 5.39 / 5.44 eV
**2S+1**: 2
**Total charge**: +2


[2]
The following is a quantum chemistry calculation of a cluster of 2 separate species, C6H14O2 in total in a non-equilibrium geometry, from the Open Molecules 2025 dataset.

Structure (XYZ):
```
22
Properties=species:S:1:pos:R:3:lowdin_charge:R:1
C 0.414 -2.483 0.163 -0.03
C 0.835 -1.087 0.033 -0.68
C 1.644 -0.857 -1.157 -0.09
C -0.967 0.430 0.672 -0.46
C -2.379 0.494 0.153 -0.02
C -0.068 1.749 0.891 -0.12
H -0.602 -2.583 0.637 0.09
H 0.464 -2.700 -1.284 0.18
H 1.193 -3.246 0.504 0.09
H 1.533 -0.871 0.871 0.15
H 2.136 0.087 -1.308 0.07
H 2.307 -1.833 -1.345 0.12
H 0.773 -0.939 -2.036 0.15
H -0.616 0.074 1.847 0.20
H -3.001 -0.515 0.084 0.13
H -2.384 1.279 -0.657 0.10
H -2.507 1.132 1.136 0.10
H 0.884 1.032 1.345 0.16
H -0.697 2.275 1.560 0.09
H 0.427 1.498 -1.024 0.08
O -0.189 -0.269 -0.227 -0.20
O 0.591 2.248 -0.381 -0.11
```

Output
**F_max**: 6.40 eV/A
**Gap between HOMO and LUMO**: 10.48 eV
**Total charge**: 0


[3]
The following is a quantum chemistry calculation of a cluster of 2 separate species, C5H11N in total in a non-equilibrium geometry, from the Open Molecules 2025 dataset.

Structure (XYZ):
```
17
Properties=species:S:1:pos:R:3:lowdin_charge:R:1
C 0.614 0.953 1.356 -0.14
C 1.621 1.294 2.471 -0.24
C 2.103 2.529 2.622 -0.02
H -0.348 0.734 1.976 0.10
H 0.420 1.490 0.316 0.10
H 0.961 0.011 0.938 0.04
H 1.831 0.535 3.143 0.06
H 2.845 2.635 3.342 0.02
H 1.904 3.292 1.843 0.07
C -0.817 -0.960 -2.379 -0.21
C -2.295 -2.624 -1.911 -0.04
N -1.394 -1.831 -1.489 -0.07
H -0.513 0.024 -2.016 0.07
H -1.381 -0.604 -3.285 0.09
H -0.058 -1.416 -2.938 0.06
H -2.569 -3.407 -1.251 0.05
H -2.922 -2.656 -2.741 0.05
```

Output
**F_max**: 4.64 eV/A
**Gap between HOMO and LUMO**: 10.53 eV
**Total charge**: 0
**SMILES string**: C=CC.C=NC


[4]
The following is a quantum chemistry calculation of a structure of composition C67H144As4F33N8O9S3 in a non-equilibrium geometry, from the Open Molecules 2025 dataset.

Structure (XYZ):
```
268
Properties=species:S:1:pos:R:3:lowdin_charge:R:1
C -0.348 -7.633 4.665 -0.06
C -0.703 -6.635 3.548 -0.26
C -1.963 -5.871 3.767 -0.13
N -2.441 -5.025 2.563 -0.18
C -1.278 -4.052 2.268 0.04
C -2.943 -5.809 1.317 -0.03
C -3.669 -4.614 0.568 -0.15
C -4.182 -3.655 1.658 -0.16
C -3.728 -4.271 2.978 -0.09
H -1.027 -8.478 4.548 0.07
H -0.633 -7.210 5.628 0.08
H 0.701 -7.916 4.751 0.08
H -0.600 -7.131 2.583 0.10
H 0.130 -5.937 3.471 0.08
H -1.934 -5.368 4.733 0.12
H -2.684 -6.669 3.949 0.13
H -0.914 -3.547 3.163 0.09
H -1.667 -3.207 1.699 0.07
H -0.490 -4.561 1.714 0.09
H -2.111 -6.301 0.813 0.10
H -3.686 -6.499 1.716 0.13
H -2.924 -4.095 -0.035 0.08
H -4.430 -4.971 -0.126 0.11
H -3.707 -2.676 1.594 0.10
H -5.265 -3.530 1.682 0.10
H -3.586 -3.602 3.827 0.11
H -4.495 -5.012 3.201 0.13
C -4.839 2.202 7.178 -0.09
C -4.628 1.501 5.836 -0.22
C -3.445 2.168 5.081 -0.05
N -3.031 1.491 3.673 -0.19
C -4.231 1.486 2.693 0.04
C -2.521 0.069 3.866 -0.11
C -1.009 0.103 4.137 -0.15
C -0.639 1.522 3.940 -0.16
C -1.768 2.148 3.060 -0.06
H -4.081 1.879 7.892 0.07
H -5.761 1.849 7.641 0.08
H -4.847 3.292 7.177 0.08
H -5.567 1.556 5.286 0.09
H -4.455 0.452 6.079 0.09
H -2.559 2.206 5.714 0.12
H -3.691 3.197 4.820 0.12
H -4.387 2.532 2.428 0.08
H -5.136 1.036 3.100 0.08
H -4.061 0.808 1.856 0.09
H -2.669 -0.486 2.940 0.10
H -3.077 -0.410 4.672 0.10
H -0.654 -0.494 3.297 0.09
H -0.685 -0.225 5.124 0.10
H 0.361 1.639 3.523 0.09
H -0.590 2.017 4.910 0.11
H -1.849 1.842 2.017 0.11
H -1.897 3.229 3.100 0.11
C -1.535 -1.559 -11.839 -0.08
C -0.122 -1.752 -11.240 -0.22
C -0.044 -0.988 -9.918 -0.13
N 1.283 -1.011 -9.170 -0.24
C 2.477 -0.517 -9.970 0.03
C 1.627 -2.490 -8.714 -0.08
C 2.193 -2.425 -7.254 -0.12
C 1.292 -1.305 -6.794 -0.18
C 1.253 -0.166 -7.843 -0.05
H -1.997 -0.573 -11.887 0.09
H -2.211 -2.224 -11.301 0.08
H -1.492 -2.070 -12.801 0.08
H 0.640 -1.418 -11.944 0.11
H 0.046 -2.808 -11.029 0.11
H -0.762 -1.300 -9.158 0.14
H -0.095 0.073 -10.161 0.14
H 2.408 -1.047 -10.920 0.09
H 3.387 -0.815 -9.450 0.11
H 2.349 0.553 -10.139 0.12
H 2.370 -2.999 -9.328 0.13
H 0.721 -3.095 -8.759 0.13
H 3.248 -2.153 -7.292 0.12
H 2.085 -3.411 -6.801 0.12
H 1.508 -0.958 -5.783 0.12
H 0.238 -1.582 -6.806 0.11
H 2.229 0.304 -7.723 0.13
H 0.475 0.597 -7.869 0.14
C 4.590 -0.110 0.621 -0.09
C 3.816 -1.085 1.498 -0.21
C 3.598 -0.589 2.930 -0.10
N 3.338 -1.696 3.979 -0.22
C 2.096 -2.575 3.569 0.06
C 4.556 -2.641 4.191 -0.04
C 4.332 -3.198 5.654 -0.12
C 3.442 -2.176 6.348 -0.14
C 3.124 -1.074 5.340 -0.10
H 4.189 0.903 0.580 0.05
H 4.508 -0.484 -0.399 0.06
H 5.651 0.006 0.842 0.08
H 4.277 -2.058 1.326 0.10
H 2.788 -1.197 1.155 0.08
H 2.771 0.117 3.005 0.12
H 4.476 -0.141 3.395 0.12
H 2.307 -2.966 2.573 0.07
H 1.242 -1.915 3.418 0.08
H 1.909 -3.363 4.298 0.10
H 4.530 -3.408 3.418 0.10
H 5.410 -1.971 4.087 0.13
H 3.720 -4.097 5.573 0.09
H 5.217 -3.492 6.219 0.12
H 2.544 -2.624 6.775 0.10
H 4.076 -1.772 7.137 0.12
H 2.145 -0.595 5.370 0.13
H 3.882 -0.291 5.343 0.10
C 6.626 5.797 -4.017 -0.09
C 6.448 4.938 -2.766 -0.23
C 5.572 5.475 -1.632 -0.08
N 4.932 4.416 -0.657 -0.22
C 4.044 3.432 -1.505 0.05
C 4.092 5.176 0.382 -0.10
C 5.132 5.657 1.372 -0.14
C 6.383 4.711 1.285 -0.11
C 6.030 3.678 0.184 -0.05
H 7.560 5.538 -4.515 0.08
H 6.660 6.848 -3.729 0.08
H 5.794 5.715 -4.716 0.07
H 7.430 4.708 -2.351 0.10
H 6.121 4.010 -3.233 0.10
H 4.708 6.001 -2.035 0.11
H 6.160 6.069 -0.932 0.13
H 4.765 2.736 -1.933 0.09
H 3.562 3.901 -2.363 0.09
H 3.244 2.996 -0.907 0.09
H 3.522 4.423 0.926 0.13
H 3.520 5.876 -0.227 0.11
H 4.840 5.704 2.422 0.11
H 5.387 6.668 1.055 0.11
H 6.414 4.175 2.234 0.11
H 7.344 5.225 1.249 0.12
H 5.521 2.797 0.575 0.11
H 6.865 3.428 -0.470 0.12
C -1.044 2.627 -3.921 -0.07
C -2.026 1.425 -4.147 -0.18
C -2.902 0.847 -2.941 -0.06
N -3.960 -0.261 -3.291 -0.21
C -5.023 0.278 -4.298 0.06
C -3.344 -1.562 -3.849 -0.09
C -4.353 -2.714 -3.559 -0.15
C -5.170 -2.239 -2.397 -0.13
C -4.660 -0.824 -2.015 -0.04
H -0.503 2.865 -4.837 0.07
H -0.354 2.257 -3.162 0.04
H -1.470 3.583 -3.615 0.08
H -1.457 0.573 -4.519 0.08
H -2.643 1.609 -5.027 0.08
H -3.431 1.574 -2.325 0.11
H -2.279 0.337 -2.206 0.08
H -4.521 0.719 -5.159 0.09
H -5.800 0.892 -3.845 0.11
H -5.416 -0.653 -4.706 0.09
H -3.206 -1.513 -4.930 0.12
H -2.403 -1.664 -3.309 0.11
H -4.989 -2.901 -4.424 0.11
H -3.790 -3.624 -3.351 0.09
H -6.232 -2.253 -2.641 0.12
H -5.076 -2.868 -1.511 0.11
H -5.356 -0.075 -1.636 0.14
H -3.803 -0.888 -1.344 0.11
C 1.067 7.834 4.928 -0.07
C 0.250 7.906 3.594 -0.20
C 0.829 6.806 2.656 -0.11
N 0.018 6.661 1.308 -0.21
C 0.502 7.768 0.383 0.03
C -1.522 6.716 1.458 -0.06
C -2.061 6.062 0.144 -0.13
C -1.160 4.919 -0.032 -0.20
C 0.156 5.229 0.691 -0.05
H 0.898 8.746 5.501 0.08
H 2.114 7.879 4.630 0.07
H 0.980 6.915 5.506 0.08
H 0.297 8.839 3.033 0.10
H -0.808 7.714 3.775 0.10
H 0.638 5.839 3.121 0.11
H 1.897 6.854 2.442 0.12
H 0.312 8.800 0.677 0.11
H 0.039 7.650 -0.597 0.09
H 1.579 7.600 0.383 0.09
H -1.903 7.700 1.731 0.13
H -1.677 6.100 2.344 0.13
H -2.004 6.750 -0.700 0.12
H -3.021 5.555 0.242 0.11
H -1.010 4.590 -1.061 0.11
H -1.703 4.070 0.384 0.10
H 0.912 5.333 -0.088 0.11
H 0.323 4.451 1.437 0.13
C 3.026 -2.508 -2.365 -0.08
C 1.891 -3.290 -3.014 -0.23
C 1.658 -4.528 -2.157 -0.10
N 0.455 -5.391 -2.640 -0.20
C 0.855 -6.111 -3.979 0.05
C -0.853 -4.666 -2.819 -0.11
C -1.989 -5.651 -2.595 -0.17
C -1.318 -6.873 -2.023 -0.17
C 0.086 -6.491 -1.551 -0.04
H 3.816 -3.198 -2.068 0.09
H 2.716 -1.877 -1.532 0.07
H 3.523 -1.813 -3.041 0.07
H 2.241 -3.595 -4.000 0.09
H 1.020 -2.644 -3.124 0.10
H 1.446 -4.162 -1.152 0.13
H 2.470 -5.246 -2.048 0.13
H 1.666 -6.819 -3.809 0.11
H 1.199 -5.429 -4.756 0.08
H -0.020 -6.659 -4.329 0.10
H -0.671 -4.249 -3.810 0.13
H -0.981 -3.941 -2.015 0.12
H -2.607 -5.876 -3.464 0.12
H -2.699 -5.191 -1.907 0.08
H -1.399 -7.635 -2.798 0.11
H -1.955 -7.322 -1.261 0.12
H 0.751 -7.350 -1.465 0.14
H -0.008 -6.007 -0.578 0.10
As -6.035 3.532 -0.459 0.91
F -6.918 2.942 -1.929 -0.31
F -7.327 4.767 -0.242 -0.29
F -5.303 4.119 1.058 -0.30
F -4.716 2.325 -0.620 -0.30
F -5.085 4.715 -1.456 -0.30
F -6.980 2.376 0.542 -0.28
As -6.865 -1.756 3.926 0.98
F -5.038 -1.552 4.103 -0.30
F -7.074 0.006 4.210 -0.28
F -8.660 -1.994 3.820 -0.29
F -6.665 -3.567 3.648 -0.32
F -6.924 -2.322 5.698 -0.32
F -6.819 -1.551 2.192 -0.27
As 3.529 3.166 4.922 0.89
F 4.552 1.905 5.613 -0.27
F 4.011 2.478 3.269 -0.33
F 2.546 4.517 4.250 -0.29
F 3.173 3.619 6.565 -0.24
F 4.929 4.233 4.774 -0.28
F 2.157 2.009 4.852 -0.28
As 1.528 6.692 -3.886 0.95
F -0.065 6.581 -3.000 -0.31
F 1.496 8.527 -3.607 -0.31
F 3.086 6.919 -4.711 -0.29
F 1.598 4.857 -4.019 -0.33
F 0.706 6.794 -5.494 -0.29
F 2.384 6.506 -2.346 -0.31
C -2.159 -1.562 7.459 -0.66
F -1.860 -1.707 8.762 0.12
F -3.480 -1.693 7.391 0.14
F -1.808 -0.394 7.026 0.15
S -1.220 -3.050 6.556 0.53
O 0.185 -2.687 6.531 -0.35
O -1.422 -4.245 7.453 -0.35
O -1.764 -3.173 5.205 -0.37
C 0.353 0.970 -0.384 -0.64
F 1.037 0.838 -1.438 0.19
F 0.918 1.486 0.723 0.12
F -0.562 1.929 -0.728 0.07
S -0.620 -0.703 -0.003 0.49
O -1.976 -0.400 0.499 -0.34
O -0.795 -1.458 -1.221 -0.36
O 0.171 -1.493 0.968 -0.34
C 3.587 -6.234 2.831 -0.63
F 3.543 -7.529 3.119 0.14
F 2.745 -5.609 3.673 0.10
F 4.823 -5.779 2.931 0.13
S 2.990 -5.887 0.951 0.54
O 3.726 -6.889 0.126 -0.35
O 1.567 -6.240 1.147 -0.38
O 3.258 -4.448 0.797 -0.36
```

Output
**F_max**: 5.10 eV/A
**Gap between HOMO and LUMO**: 6.36 eV
**Total charge**: +1


[5]
The following is a quantum chemistry calculation of a structure of composition C36H38N4O2PPt in a non-equilibrium geometry, from the Open Molecules 2025 dataset.

Structure (XYZ):
```
82
Properties=species:S:1:pos:R:3:lowdin_charge:R:1
Pt -0.016 -0.148 0.156 1.03
C -1.387 1.766 -2.302 -0.09
N -1.368 0.353 -1.947 -0.28
C -2.701 -0.104 -1.576 -0.10
C -0.735 -0.523 -2.898 -0.21
C -1.348 -0.729 -4.124 -0.05
C -0.906 -1.696 -5.015 -0.12
C 0.145 -2.503 -4.610 -0.11
C 0.788 -2.286 -3.404 -0.05
C 0.441 -1.236 -2.530 -0.21
N 1.125 -0.908 -1.361 -0.10
C 2.450 -1.250 -1.155 -0.20
C 3.357 -1.591 -2.187 -0.05
C 4.643 -2.037 -1.935 -0.12
C 5.128 -2.130 -0.640 -0.13
C 4.322 -1.636 0.377 -0.06
C 3.048 -1.148 0.136 -0.21
N 2.369 -0.416 1.172 -0.28
C 2.227 -1.107 2.440 -0.10
C 2.972 0.900 1.362 -0.09
H -2.075 1.984 -3.137 0.08
H -0.383 2.082 -2.587 0.09
H -1.700 2.338 -1.427 0.07
H -3.439 0.098 -2.369 0.08
H -2.998 0.414 -0.662 0.07
H -2.670 -1.174 -1.378 0.09
H -2.223 -0.134 -4.363 0.10
H -1.400 -1.845 -5.967 0.09
H 0.468 -3.332 -5.231 0.09
H 1.549 -2.987 -3.102 0.10
H 3.048 -1.488 -3.214 0.09
H 5.272 -2.313 -2.774 0.09
H 6.115 -2.520 -0.430 0.08
H 4.707 -1.584 1.389 0.10
H 3.174 -1.167 3.001 0.08
H 1.849 -2.113 2.262 0.09
H 1.495 -0.572 3.046 0.06
H 3.990 0.835 1.784 0.08
H 2.348 1.483 2.043 0.06
H 3.032 1.411 0.400 0.09
N -1.102 0.967 1.433 -0.38
P -1.104 2.292 2.159 0.67
C 0.107 2.545 3.526 -0.28
C 0.222 1.493 4.437 -0.10
C 1.151 1.542 5.463 -0.09
C 1.988 2.646 5.592 -0.10
C 1.880 3.699 4.697 -0.10
C 0.941 3.649 3.672 -0.09
C -2.690 2.571 3.027 -0.29
C -3.722 1.681 2.753 -0.07
C -4.948 1.815 3.391 -0.09
C -5.148 2.835 4.311 -0.11
C -4.116 3.720 4.600 -0.10
C -2.891 3.583 3.962 -0.10
C -0.860 3.816 1.149 -0.28
C -1.817 4.814 0.997 -0.08
C -1.619 5.858 0.098 -0.09
C -0.460 5.915 -0.658 -0.10
C 0.501 4.919 -0.522 -0.09
C 0.294 3.877 0.366 -0.11
H -0.411 0.621 4.314 0.11
H 1.233 0.716 6.158 0.10
H 2.724 2.681 6.386 0.09
H 2.532 4.559 4.789 0.10
H 0.866 4.478 2.979 0.10
H -3.520 0.880 2.050 0.09
H -5.747 1.115 3.176 0.10
H -6.103 2.937 4.812 0.09
H -4.263 4.509 5.327 0.09
H -2.082 4.267 4.200 0.11
H -2.733 4.776 1.573 0.09
H -2.380 6.621 -0.014 0.10
H -0.307 6.725 -1.361 0.09
H 1.404 4.947 -1.120 0.10
H 1.031 3.082 0.439 0.09
C -2.113 -3.290 2.082 -0.11
O -1.489 -2.054 1.762 -0.17
C -0.734 -2.010 0.590 -0.56
O -0.596 -3.012 -0.069 -0.02
H -3.197 -3.160 2.034 0.08
H -1.837 -3.562 3.103 0.08
H -1.808 -4.079 1.397 0.07
```

Output
**F_max**: 1.44 eV/A
**Gap between HOMO and LUMO (alpha / beta)**: 5.57 / 5.57 eV
**Total charge**: -1


[6]
The following is a quantum chemistry calculation of an isolated molecule of C7H10O2 in a non-equilibrium geometry, from the Open Molecules 2025 dataset.

Structure (XYZ):
```
19
Properties=species:S:1:pos:R:3:lowdin_charge:R:1
C 1.135 1.526 0.835 -0.02
C 1.466 0.305 0.732 -0.08
C -0.219 1.759 0.347 -0.44
C -1.073 0.535 0.282 -0.08
C 0.703 -0.662 -0.103 -0.29
C -1.959 0.378 -0.956 -0.06
C 0.570 -2.205 0.398 0.00
O -0.621 2.877 0.074 0.07
O 0.961 -0.518 -1.487 -0.01
H 1.699 2.269 1.378 0.13
H 2.349 -0.121 1.167 0.12
H -1.090 -0.125 1.095 0.09
H -2.440 -0.586 -0.900 0.07
H -1.374 0.648 -1.817 0.06
H -2.682 1.255 -0.793 0.11
H -0.211 -2.388 1.168 0.08
H 1.598 -2.545 0.762 0.09
H 0.285 -2.832 -0.432 0.06
H 0.903 0.429 -1.749 0.12
```

Output
**F_max**: 5.42 eV/A
**Gap between HOMO and LUMO**: 8.85 eV
**Total charge**: 0


Q: Among the records above, which one has the lowest total charge?
A: C36H38N4O2PPt


Q: Which formula does entry 2 have?
A: C6H14O2


Q: Which formula does entry 1 have?
A: C8H18CeClI2NO2P